1.
The following is a quantum chemistry calculation of the molecule C4H7NO at a distorted geometry, from the OMol25 dataset.

Geometry (Å):
C -1.09037 1.52047 -0.15493
C -0.41774 0.52293 0.68797
N -0.79407 -0.66552 0.93141
C 0.36558 -1.49585 0.52185
C 1.09654 -0.46037 -0.35007
O 0.95065 0.70521 0.40222
H -2.17953 1.49381 -0.16108
H -0.65087 0.91810 -1.13871
H -0.69011 2.53629 -0.01458
H 0.90394 -1.92181 1.37980
H 0.02782 -2.31945 -0.11026
H 0.35073 -0.23346 -1.31227
H 2.12745 -0.60035 -0.68135

Atomic forces in eV per Å
0.088 -0.395 -1.160
0.238 -0.358 -0.211
0.014 0.351 -0.192
0.252 -0.234 -0.181
-0.750 -0.265 -1.648
-0.130 0.069 0.372
0.174 -0.093 0.017
-1.615 2.555 1.630
-0.145 -0.490 -0.412
0.141 0.284 -0.233
-0.204 -0.003 0.254
2.141 -1.267 1.608
-0.203 -0.152 0.155

Summary:
Spin multiplicity ... 1
E ... -7796.471 eV
ΔE to the lowest compared entry with this formula, charge and spin ... 73.19 kcal/mol
Gap between HOMO and LUMO ... 10.54 eV

What are the Mulliken partial charges on each atom? They are as follows, in elementary charge units: number 1, C, carries -0.550; number 2, C, carries 0.396; number 3, N, carries -0.527; number 4, C, carries -0.405; number 5, C, carries -0.257; number 6, O, carries -0.357; number 7, H, carries 0.341; number 8, H, carries 0.081; number 9, H, carries 0.255; number 10, H, carries 0.281; number 11, H, carries 0.266; number 12, H, carries 0.113; number 13, H, carries 0.365



2.
The following is a quantum chemistry calculation of a cluster of 2 separate species, C2H4O2 in total at a distorted geometry, from the OMol25 dataset.

Geometry (Å):
O -2.68108 1.49613 -1.70279
C -1.61777 2.00490 -2.09633
H -0.68279 1.43732 -1.87473
H -1.50557 2.95438 -2.67196
O 2.74799 -2.48814 2.19166
C 1.60191 -1.94722 2.11743
H 0.74064 -2.18025 2.78778
H 1.39665 -1.27710 1.24895

Atomic forces in eV per Å
2.560 1.922 -1.286
-1.915 -2.022 1.147
-0.171 0.480 -0.194
-0.469 -0.380 0.332
-4.571 2.055 0.172
3.821 -1.991 -0.701
0.722 0.062 -0.048
0.023 -0.126 0.577

Summary:
Spin multiplicity ... 1
E ... -6231.535 eV
ΔE to the lowest compared entry with this formula, charge and spin ... 63.93 kcal/mol
Gap between HOMO and LUMO ... 10.85 eV

What are the Mulliken partial charges on each atom? They are as follows, in elementary charge units: number 1, O, carries -0.407; number 2, C, carries -0.003; number 3, H, carries 0.186; number 4, H, carries 0.224; number 5, O, carries -0.417; number 6, C, carries 0.004; number 7, H, carries 0.225; number 8, H, carries 0.188



What is the formula in the second record? C2H4O2



What is the formula in the first record? C4H7NO



Number 2 is which compound? C2H4O2



Among the records above, which one has the lowest gap between HOMO and LUMO? C4H7NO